Entry from the Open Molecules 2025 dataset: a cluster of 5 separate species, C84H67F6NO13S in total at a distorted geometry (the ωB97M-V functional and the def2-TZVPD basis).

Geometry (Å):
S1 8.7738 -1.3517 8.4953
F1 7.8138 0.1637 2.3048
F2 4.9703 0.6338 4.1572
F3 6.2917 -2.3940 2.9522
F4 5.3624 0.1898 2.0733
F5 7.8157 -0.7166 4.2906
F6 4.1953 -1.8471 2.8228
O1 3.1730 1.1500 9.2030
O2 8.1397 0.6900 -5.5139
O3 7.5431 1.6885 5.4119
O4 -2.4416 2.5544 -4.8643
O5 -5.3340 -3.3840 -10.6793
O6 7.2428 0.5342 10.6271
O7 -3.7983 -2.5674 -4.0996
O8 -10.1136 -4.1986 -8.4078
O9 4.6209 -3.2892 5.0183
O10 -7.8938 0.7081 2.8814
O11 7.1978 2.5518 3.3589
O12 3.2971 -0.1475 -3.3965
O13 -2.9028 2.4099 3.8029
N1 5.4115 1.6828 9.6815
C1 -3.2406 -0.2845 3.1537
C2 0.0213 -1.3261 -2.9140
C3 8.0236 -0.0764 -2.8239
C4 -1.2382 -1.7750 -3.2729
C5 -8.9205 -3.6309 -10.3583
C6 3.2485 2.3713 1.9536
C7 0.1866 -1.5695 4.8251
C8 2.0361 0.4647 0.7595
C9 0.6066 -0.4732 3.8526
C10 -7.6748 -3.4014 -10.9460
C11 7.2145 0.1870 3.4965
C12 -0.3642 4.4049 6.2940
C13 6.4585 0.6602 9.7438
C14 6.8904 0.0825 -3.6106
C15 5.0708 -2.1792 4.9619
C16 2.2189 -1.5997 6.3423
C17 1.9074 3.9499 5.2616
C18 6.6336 -0.5911 -0.9277
C19 2.6791 3.0541 4.3012
C20 3.4190 0.4188 -6.1287
C21 5.6247 -0.1128 -3.0540
C22 4.5128 -0.5899 6.8760
C23 0.4101 3.6670 5.2076
C24 -3.4924 -1.4012 -4.2442
C25 3.1045 -0.3313 6.4316
C26 -4.7764 -2.0705 2.6693
C27 -6.6858 -4.9089 -6.1227
C28 -5.3626 -4.3163 -8.0416
C29 -10.0793 -3.4713 -11.1074
C30 -5.7367 -0.8742 -5.1668
C31 0.6728 0.3942 1.4835
C32 4.5513 0.3438 -5.3269
C33 -3.4755 -1.6175 2.8653
C34 -4.0315 2.0325 3.5650
C35 7.1453 -1.0521 7.8749
C36 -1.7886 0.4332 -4.0695
C37 5.4209 -1.4301 6.2210
C38 6.6938 -1.6611 6.7113
C39 -6.5232 -4.0708 -8.7644
C40 6.2793 -0.1877 8.5014
C41 2.5052 1.9282 0.6663
C42 -6.7602 1.0988 3.0630
C43 -0.5189 0.8738 -3.7160
C44 -4.3044 0.6048 3.2382
C45 0.3869 -0.0025 -3.1392
C46 -9.0296 -4.0421 -8.9300
C47 -6.4783 2.5387 3.3263
C48 0.7247 -1.2526 6.2239
C49 7.3255 1.6121 4.0762
C50 -9.9972 -3.0776 -12.4318
C51 0.5083 -0.8437 2.3798
C52 7.8951 -0.4168 -1.4876
C53 4.3293 0.9919 8.9676
C54 5.3323 -1.6396 3.5133
C55 -5.6078 0.1543 3.0213
C56 5.6938 -0.1462 3.3317
C57 -5.4438 -4.7397 -6.7262
C58 -6.3297 1.3602 -5.8301
C59 -2.7558 1.4002 -4.6611
C60 -4.1236 0.9103 -4.9954
C61 -5.8397 -1.1876 2.7463
C62 4.7997 0.9849 -8.0145
C63 -7.7704 -4.2602 -8.1645
C64 -5.1788 2.9810 3.5837
C65 5.5007 -0.4408 -1.7088
C66 -7.2867 4.7860 3.5728
C67 -4.4670 -0.4309 -4.8174
C68 -7.5986 -2.9954 -12.2721
C69 2.4803 3.3844 2.8263
C70 5.8136 0.5789 -5.8766
C71 -6.6650 0.0192 -5.6724
C72 3.5441 0.7353 -7.4703
C73 4.3982 0.0154 -3.8859
C74 4.9983 0.0234 8.0168
C75 -4.9428 4.3236 3.8503
C76 7.0446 0.4704 -5.0421
C77 -8.7569 -2.8339 -13.0126
C78 -7.8461 -4.6712 -6.8395
C79 5.9316 0.9068 -7.2205
C80 -7.5289 3.4470 3.3181
C81 -5.0612 1.8039 -5.4972
C82 -5.9945 5.2234 3.8449
C83 -6.4154 -3.5986 -10.1734
C84 -2.1472 -0.9000 -3.8549
H1 3.7454 3.0697 4.5320
H2 -1.5236 -2.8038 -3.1014
H3 -0.5267 5.4443 6.0255
H4 -10.9006 -2.9582 -13.0150
H5 2.6625 0.7895 -8.0950
H6 0.1913 -1.8992 6.9175
H7 1.2216 -1.6221 2.1152
H8 -4.7925 2.8434 -5.6235
H9 -8.6956 -2.5204 -14.0463
H10 -7.6543 -0.3271 -5.9416
H11 6.5363 -0.8471 0.1192
H12 1.4275 3.3243 2.5628
H13 2.2395 3.7114 6.2751
H14 -1.3382 3.9359 6.4093
H15 -11.0405 -3.6588 -10.6495
H16 2.3431 2.0244 4.4385
H17 -6.8522 -1.5324 2.5896
H18 -5.9923 -1.9174 -5.0393
H19 3.3667 1.4796 2.5638
H20 -8.8144 -4.8052 -6.3774
H21 0.0495 4.0058 4.2395
H22 -8.1058 5.4927 3.5616
H23 0.1463 4.3469 7.2510
H24 -0.8919 -1.7004 4.8409
H25 4.2360 2.7503 1.7119
H26 6.9101 1.0963 -7.6392
H27 2.8046 4.4041 2.6231
H28 6.7256 1.9402 5.8581
H29 -2.2324 0.0734 3.3114
H30 -8.5316 3.1010 3.1097
H31 4.8941 1.2380 -9.0621
H32 -4.5394 -4.9311 -6.1643
H33 1.6418 -0.1986 4.0504
H34 2.1270 4.9997 5.0782
H35 -0.4862 -1.2550 2.1954
H36 -6.7454 -5.2291 -5.0909
H37 3.0642 0.1625 5.4627
H38 -6.6314 -2.8113 -12.7185
H39 -0.0348 0.3948 4.0091
H40 -7.0603 2.0588 -6.2159
H41 -0.2457 1.9054 -3.8913
H42 0.6204 -2.5096 4.4847
H43 1.3722 0.3353 -2.8573
H44 2.6137 0.3300 7.1330
H45 5.7725 2.3008 8.9500
H46 2.4894 -2.1735 5.4655
H47 3.1765 2.0277 -0.1837
H48 -0.1016 0.4122 0.7242
H49 8.7794 -0.5442 -0.8774
H50 0.2545 2.5956 5.2976
H51 8.8139 -2.6788 8.3208
H52 -3.9354 4.6574 4.0574
H53 1.9083 0.1103 -0.2624
H54 2.7966 -0.1275 1.2606
H55 -4.4003 -4.1746 -8.5135
H56 9.0013 0.0669 -3.2622
H57 7.3394 -2.3283 6.1646
H58 1.6403 2.5680 0.5159
H59 0.5175 -0.2175 6.4846
H60 2.4146 -2.1919 7.2316
H61 -5.8091 6.2694 4.0498
H62 4.5172 -0.5779 -1.2795
H63 -4.9585 -3.1145 2.4511
H64 -2.6446 -2.3077 2.7935
H65 0.5841 1.2783 2.1086
H66 0.7274 -2.0082 -2.4577
H67 2.4447 0.2267 -5.6995

Calculated values
SMILES string: CCCCCCCCCCCCCCCc1c(C(=O)C(F)(F)C(F)(F)C(F)(F)C(=O)O)cc(S)c2c1C(=O)NC2=O.O=C1c2ccccc2C(=O)c2ccccc21.O=C1c2ccccc2C(=O)c2ccccc21.O=C1c2ccccc2C(=O)c2ccccc21.O=C1c2ccccc2C(=O)c2ccccc21
Highest occupied orbital energy in eV: -9.55
Calculated total energy in eV: -143444.898
Gap between HOMO and LUMO in eV: 8.43
LUMO energy in eV: -1.12
Maximum force in eV/A: 1.20

Mulliken population analysis, charges in e, atoms 1 to 5: -0.2995 -0.2607 0.1587 -0.3340 -0.2385



Entry from the Open Molecules 2025 dataset: a cluster of 14 separate species, C86H202N14O14 in total at a distorted geometry (the ωB97M-V functional and the def2-TZVPD basis).

Geometry (Å):
O1 6.5621 -1.2186 -4.0197
O2 -1.0144 -5.0662 5.0357
O3 3.5073 -8.8009 -1.0184
O4 3.5509 2.9270 6.2763
O5 -3.5423 -3.4223 4.8106
O6 7.0099 -0.6862 0.5281
O7 -8.8824 -2.9639 -1.1403
O8 -4.3739 2.9576 3.5651
O9 2.1646 1.7450 -5.1905
O10 -2.6306 -1.9050 -5.6312
O11 -0.0286 -0.7948 0.3843
O12 -0.8468 -6.5872 -1.2583
O13 -2.7432 7.1561 -4.7766
O14 5.1409 7.0053 0.2745
N1 4.4185 6.6571 1.3964
N2 1.3750 -0.9462 -2.9313
N3 2.1403 2.7064 6.2836
N4 -0.2781 -4.3207 4.0549
N5 -4.6310 1.1145 -4.9141
N6 -3.3245 2.7270 2.7080
N7 -1.7632 6.1158 -5.0174
N8 -3.9148 0.1702 4.8046
N9 -0.0156 -4.2581 -3.9997
N10 5.0207 -3.5038 -3.3221
N11 5.0675 2.1659 -3.0784
N12 -7.5037 -3.1415 -0.7515
N13 4.0941 -6.5529 -2.6478
N14 3.7753 -1.5850 -1.2614
C1 2.3655 5.1159 2.6233
C2 -0.3956 -5.0571 2.7886
C3 1.5366 3.0576 7.5671
C4 5.3068 -1.4872 -4.6139
C5 2.9771 8.5632 1.1347
C6 1.5218 -3.6165 2.0855
C7 -5.1583 -2.6173 -1.1959
C8 -0.7910 0.0770 -2.5717
C9 4.3040 0.4736 -0.1922
C10 -1.9394 3.5142 4.4562
C11 8.0868 -0.6484 -0.3140
C12 1.5712 4.5951 7.7325
C13 -2.0279 5.4566 -2.6846
C14 2.5430 1.2866 4.3326
C15 7.7219 -1.5410 -4.7592
C16 2.1025 6.5040 2.3154
C17 -4.2567 -4.4521 5.5402
C18 1.5492 -2.8919 3.4592
C19 -7.4678 -2.9507 0.7124
C20 -1.0146 4.1834 -6.2060
C21 2.5127 -9.8220 -1.1259
C22 2.0378 1.3353 5.7328
C23 3.1032 -7.5180 -0.6257
C24 -3.0319 -0.4769 -5.7257
C25 1.0401 -3.7952 4.5705
C26 -6.9170 -0.9474 -1.8392
C27 0.5850 0.8641 5.7643
C28 -2.4818 5.7990 -7.2684
C29 -3.6954 -1.1853 4.3074
C30 4.0665 -6.4883 -1.1343
C31 -0.5401 -4.5770 -2.7082
C32 3.5696 -3.0972 -5.1060
C33 -3.6840 2.5639 1.3280
C34 2.0948 -4.7361 4.9747
C35 -5.0577 -2.3148 0.2745
C36 0.7202 -2.9351 5.7523
C37 -0.0471 1.1396 7.0751
C38 -0.3072 7.1117 -3.3974
C39 3.8727 4.8830 2.9156
C40 -1.5742 -7.8260 -1.1639
C41 3.0472 7.0373 1.1424
C42 -1.8756 -3.9685 -2.3972
C43 -2.4941 5.1922 2.8197
C44 2.3480 6.4208 -0.0660
C45 0.2247 -6.4471 2.7774
C46 -4.4573 -0.3313 -5.2272
C47 4.7149 5.2654 1.6951
C48 4.8932 -0.7952 -0.8467
C49 3.5941 2.1061 -3.3155
C50 -2.1938 5.1459 -5.9359
C51 -1.9016 -5.1979 2.4873
C52 5.8610 -1.4473 0.1374
C53 -8.1974 -4.0933 1.3935
C54 2.8701 3.1375 -2.3895
C55 -4.3966 3.8163 0.7246
C56 6.2473 5.2541 2.1741
C57 0.2080 -4.1707 1.7076
C58 -6.5574 -2.4209 -1.6887
C59 1.0005 -0.0507 1.0711
C60 2.9628 0.2705 6.4980
C61 2.2636 2.3851 8.7397
C62 -0.7513 3.5270 -4.8857
C63 -2.3367 -1.2467 3.5454
C64 4.5003 4.2104 0.5843
C65 -1.2651 3.0283 0.7038
C66 -2.2862 3.6817 3.0012
C67 0.5146 -0.3395 -1.9408
C68 0.0546 2.6239 7.4404
C69 -1.3225 -2.1086 -6.1443
C70 0.2832 -1.3354 -0.8305
C71 -0.1359 4.6267 -4.0623
C72 4.9746 -2.9229 -4.6276
C73 3.3654 2.4087 -4.8050
C74 -2.4604 2.1241 0.5416
C75 -1.0950 5.8495 -3.7858
C76 -8.0866 -1.6031 1.2752
C77 -1.0415 3.2455 2.2117
C78 -4.7690 1.4304 1.2920
C79 -3.6213 -2.1394 5.4863
C80 -5.4645 -0.9039 -6.2916
C81 1.7504 2.0065 -6.4927
C82 -3.4752 4.2979 -5.5874
C83 3.7196 -5.0921 -0.6235
C84 -6.6988 -3.0715 -3.0750
C85 -0.6794 -6.1420 -2.5817
C86 -5.9986 -3.1121 1.1910
H1 -5.1523 3.6568 -0.0520
H2 2.0790 -7.2306 -0.9481
H3 -3.7511 4.6035 0.2499
H4 -4.7259 3.8235 3.2747
H5 4.1303 5.4854 3.8100
H6 -2.5148 7.7652 -5.5000
H7 -3.2792 6.5475 -7.3951
H8 -2.3760 -5.8404 3.1654
H9 -1.1425 -8.5870 -1.8834
H10 -2.6505 -7.7378 -1.3672
H11 1.8158 1.3954 8.8638
H12 -7.9665 -5.0850 1.0011
H13 1.3390 -6.3153 2.7098
H14 2.0664 -9.9417 -0.1317
H15 -1.9158 -2.2439 3.6475
H16 4.8286 4.4408 -0.4143
H17 -1.1973 -0.6851 -3.2143
H18 4.5480 -1.0077 -3.9515
H19 4.5780 -4.3693 -0.7436
H20 -0.7757 2.2778 2.6458
H21 -1.0664 -3.1392 -5.9627
H22 7.8814 0.1758 -1.0515
H23 7.9605 -2.5598 -4.5857
H24 3.3117 1.1046 -3.1296
H25 -5.4834 -0.2726 -7.1228
H26 -1.8928 -2.9839 -2.9247
H27 2.8842 -4.1261 5.4337
H28 -2.9969 5.9934 -2.8076
H29 1.2475 0.8219 0.5494
H30 -7.9085 -4.1520 2.4572
H31 0.0046 2.6897 -4.8585
H32 2.7396 4.1101 -2.8995
H33 -0.1938 -2.4164 5.5732
H34 -5.7546 1.8205 1.6627
H35 2.8340 -4.6374 -1.1696
H36 -5.6729 -4.1084 1.0869
H37 -1.6484 5.6367 -1.6576
H38 -3.4218 3.2649 -6.0177
H39 4.0294 3.8893 3.1730
H40 -0.1538 4.8904 -6.4171
H41 2.1642 -4.4355 2.1820
H42 -6.6612 -4.1633 -2.9691
H43 -1.0339 7.8114 -2.9041
H44 3.4832 9.0114 0.3012
H45 1.3407 6.8245 -0.1021
H46 -2.7705 5.0159 -8.0159
H47 4.0284 0.5584 6.6219
H48 -1.2321 3.5293 -7.0530
H49 1.1829 -1.9342 -0.6897
H50 -3.3863 5.4761 3.3821
H51 4.7649 -4.5100 -3.2852
H52 6.6619 6.2149 2.4656
H53 3.0516 -10.7110 -1.4216
H54 -1.1249 0.8769 6.9908
H55 -1.5123 -8.1475 -0.1343
H56 5.0844 -6.7818 -0.8725
H57 2.6167 0.1050 7.4650
H58 9.0835 -0.5198 0.1200
H59 5.7028 -3.4211 -5.3222
H60 -2.3377 -4.2216 2.5651
H61 -4.5177 -1.9056 -1.7613
H62 5.0440 3.3764 0.9497
H63 0.7396 -3.3728 6.7511
H64 3.4620 3.3167 -1.5061
H65 -0.6310 -1.4264 -5.6016
H66 6.2663 -2.3659 -0.2651
H67 2.3424 5.3164 -0.0795
H68 -6.4911 -0.9433 -5.9798
H69 -2.9171 -0.1074 -6.7145
H70 1.7725 -5.4822 5.6632
H71 2.8103 -2.6493 -4.3992
H72 -2.5624 4.0891 5.1597
H73 0.9285 1.3698 -6.6988
H74 4.2264 2.0684 -5.4640
H75 1.7699 -9.6743 -1.9105
H76 -5.9076 -2.6252 -3.7757
H77 2.2422 -1.2830 -2.4865
H78 2.9893 -7.4794 0.4625
H79 2.5259 1.6762 -7.2584
H80 -1.7662 -0.4033 4.0143
H81 5.3424 2.1298 -2.0722
H82 -2.2847 1.1234 0.8227
H83 -5.1169 -4.0417 6.0399
H84 -0.3383 3.2519 6.6750
H85 0.1922 -6.6547 -2.9751
H86 -2.7525 -1.9507 6.1527
H87 3.3289 -1.9457 -0.4420
H88 0.4804 -4.9861 -4.5202
H89 1.4161 3.0221 -6.7870
H90 2.6015 -2.5612 3.5279
H91 -5.2000 -1.2370 0.4004
H92 -3.7185 0.8030 4.0719
H93 -1.8640 2.4417 4.7881
H94 0.0519 1.4537 5.0108
H95 2.1741 7.2072 3.1421
H96 -9.2766 -3.8696 1.6050
H97 -3.5790 4.2669 -4.5259
H98 -3.7064 -4.9522 6.3837
H99 3.4163 -5.1811 0.4116
H100 -4.5769 -1.6350 3.6693
H101 0.5028 -0.2349 5.5155
H102 -0.1185 -7.0021 1.9192
H103 0.4984 -3.3620 -4.0342
H104 3.3245 2.4153 8.5478
H105 0.8877 -2.0089 3.4855
H106 1.7819 4.6676 3.4166
H107 3.5084 9.0899 1.9942
H108 3.6455 1.4311 4.2847
H109 -4.5720 -5.1163 4.7806
H110 3.6452 1.0244 -0.8578
H111 1.9047 2.8475 -1.9868
H112 2.0342 2.1172 3.7776
H113 5.4556 1.3346 -3.5473
H114 -2.2030 4.3705 -2.7775
H115 5.8504 7.6104 0.5855
H116 -4.4487 0.6338 1.9846
H117 6.0189 -3.4276 -3.0522
H118 3.8441 0.3703 0.7714
H119 -4.8747 -3.6307 -1.5520
H120 2.5327 -5.3078 4.0846
H121 -2.6985 -4.5382 -2.7608
H122 5.1301 1.1371 0.1048
H123 5.4498 -1.7525 1.0961
H124 -9.0133 -3.7579 -1.7032
H125 -0.9431 3.8458 4.7269
H126 4.1630 -2.5128 -1.6173
H127 -9.1922 -1.6541 1.0848
H128 1.8676 -0.5971 1.2412
H129 -1.5558 0.3657 -1.8661
H130 -4.4607 -0.9287 -4.2984
H131 -5.2326 1.5533 -5.5859
H132 -4.5225 -2.0438 6.1766
H133 -1.5464 6.2450 -7.6582
H134 -0.5566 -1.9602 -1.0961
H135 -2.0249 -5.5973 1.5097
H136 1.9131 8.8623 1.2181
H137 1.4750 -2.1124 5.8023
H138 -7.7050 -0.8044 0.6719
H139 -7.9414 -0.7422 -2.0167
H140 0.1585 -4.3094 -1.9483
H141 2.0794 4.4687 1.8076
H142 1.9946 2.9439 9.5812
H143 5.1872 -1.0462 -5.5547
H144 3.4463 3.9389 0.4519
H145 -1.5504 -6.3563 -3.1490
H146 -1.5021 3.9544 0.1528
H147 -7.7518 -1.5229 2.3127
H148 -1.6933 5.7247 3.3334
H149 -1.9839 -3.9456 -1.2937
H150 -0.4679 2.8024 8.3500
H151 -1.2779 -1.8408 -7.2120
H152 -2.6251 5.5224 1.7425
H153 8.1823 -1.5580 -0.9040
H154 2.9019 6.6426 -0.9249
H155 0.3527 -4.7698 0.8465
H156 -4.3982 4.7556 -5.9916
H157 0.3449 0.4505 7.8789
H158 -0.5248 -3.3653 1.4410
H159 0.3112 7.5873 -4.2245
H160 -4.1160 -2.6957 0.6425
H161 3.6241 3.7442 5.6624
H162 7.4939 -1.3902 -5.8286
H163 6.8384 4.7990 1.3449
H164 5.4775 -0.5180 -1.6970
H165 1.5871 -0.4087 -3.7341
H166 0.7314 5.0599 -4.5296
H167 0.0931 4.3395 -3.0572
H168 3.1914 -6.3579 -3.0465
H169 0.4438 6.8112 -2.6200
H170 -5.1470 1.2044 -3.9575
H171 -4.9018 4.3971 1.5028
H172 1.1505 5.0140 8.5965
H173 4.3131 -7.5358 -2.8269
H174 0.5558 0.1598 2.0175
H175 2.5494 5.0493 7.6182
H176 -2.2454 0.0316 -5.1138
H177 -0.5095 0.9335 -3.1653
H178 -4.9112 0.2616 4.9019
H179 -1.6091 3.0006 -4.5153
H180 -1.8680 -4.5223 5.1317
H181 -7.6674 -2.9401 -3.4802
H182 -6.6801 -0.3329 -0.9922
H183 3.4378 -2.6636 -6.0967
H184 -5.9116 -2.7818 2.2488
H185 3.3575 -4.2003 -5.1120
H186 -0.3671 2.6043 0.3065
H187 -5.2082 -1.8971 -6.6267
H188 8.4811 -0.7713 -4.5248
H189 1.0503 6.6335 2.0633
H190 2.3312 0.3573 3.8740
H191 -0.2274 3.9991 2.2684
H192 2.9318 -0.6663 5.9351
H193 1.0416 5.1060 6.8714
H194 6.3147 4.5460 2.9652
H195 -4.7594 1.0197 0.2820
H196 -2.7745 2.1164 -0.5227
H197 3.3138 3.4648 -5.0672
H198 -0.1041 -7.0808 3.6778
H199 -6.3906 -0.5602 -2.6831
H200 -2.4282 -1.0301 2.4417
H201 0.9443 0.6011 -1.4968
H202 1.9339 -2.9075 1.3614

Calculated values
Highest occupied orbital energy in eV: -8.11
Calculated total energy in eV: -141969.696
Gap between HOMO and LUMO in eV: 8.66
LUMO energy in eV: 0.55
Maximum force in eV/A: 3.36
Energy above the lowest of the compared OMol25 structures with the same formula, charge and spin in kJ/mol: 286.21

Mulliken population analysis, charges in e, atoms 1 to 5: -0.2383 -0.7940 -0.3883 -0.6442 0.2571



Q: What is the formula in the first record?
A: C84H67F6NO13S